C21H46AlBr2Cl4N6O5P | the ωB97M-V functional and the def2-TZVPD basis

Its total charge is +2. For the LUMO energy, the calculation gives -0.358 hartree. Its multiplicity is 1. The HOMO-LUMO gap is 0.04116 hartree. The calculation puts the total energy at -247741.9466 eV.

CARTESIAN COORDINATES (ANGSTROEM)
C  -0.024  -1.458  2.397
C  0.802  -2.165  1.270
C  1.272  -1.221  0.076
C  0.178  -0.155  -0.310
N  2.613  -0.503  0.121
C  3.719  -1.350  -0.005
N  4.279  -1.503  -1.192
N  4.322  -2.020  1.046
C  4.460  -1.174  2.258
C  5.872  -1.421  2.882
C  5.983  -2.794  3.595
O  5.575  -3.813  3.167
O  6.638  -2.778  4.786
C  4.104  0.304  2.052
N  5.150  1.111  1.383
C  2.775  0.509  1.209
P  3.002  2.221  0.347
O  1.408  2.787  0.158
Cl  3.696  1.904  -1.611
H  -0.423  -0.452  2.157
H  0.605  -1.327  3.303
H  -0.891  -2.064  2.751
H  1.656  -2.808  1.806
H  0.147  -2.945  0.799
H  1.343  -1.891  -0.819
H  0.015  0.568  0.507
H  0.366  0.314  -1.293
H  -0.766  -0.744  -0.425
H  4.332  -0.747  -1.866
H  4.740  -2.372  -1.433
H  5.215  -2.373  0.712
H  3.727  -1.573  2.989
H  6.234  -0.618  3.552
H  6.613  -1.473  2.041
H  6.840  -3.699  5.017
H  3.920  0.757  3.054
H  5.328  1.947  1.927
H  6.003  0.595  1.206
H  1.890  0.644  1.866
H  1.016  2.736  1.043
Cl  2.128  -3.282  3.461
C  -6.847  -2.873  0.363
C  -5.513  -2.286  -0.065
N  -4.407  -3.216  0.186
C  -3.919  -3.562  1.429
C  -2.878  -4.420  1.227
N  -2.762  -4.561  -0.149
C  -3.699  -3.832  -0.753
C  -1.767  -5.372  -0.845
H  -6.837  -3.144  1.420
H  -7.647  -2.152  0.206
H  -7.076  -3.775  -0.208
H  -5.307  -1.368  0.480
H  -5.531  -2.043  -1.127
H  -4.379  -3.151  2.307
H  -2.176  -4.964  1.897
H  -3.850  -3.749  -1.817
H  -1.174  -4.731  -1.495
H  -2.273  -6.133  -1.436
H  -1.114  -5.852  -0.120
Br  -2.487  -4.565  3.640
C  -0.974  3.881  -3.394
C  -1.846  2.987  -2.534
O  -1.082  2.403  -1.480
H  -0.146  3.310  -3.820
H  -1.551  4.325  -4.206
H  -0.534  4.683  -2.796
H  -2.266  2.175  -3.129
H  -2.672  3.556  -2.095
H  -0.721  3.120  -0.950
Al  2.902  -2.661  5.725
C  0.792  7.431  -4.656
C  -0.664  7.529  -5.056
O  -1.501  7.080  -3.963
H  1.050  6.403  -4.394
H  1.437  7.760  -5.471
H  0.996  8.046  -3.775
H  -0.870  6.899  -5.919
H  -0.934  8.556  -5.308
H  -1.338  7.634  -3.188
Br  -3.364  6.473  -2.710
C  -6.202  1.845  0.423
Cl  -4.861  1.089  -0.455
Cl  -7.367  0.643  0.986
H  -5.803  2.375  1.282
H  -6.707  2.540  -0.240

Results of the Löwdin charge analysis, in e, for atoms 1 through 6: atom 1 (C): -0.15, atom 2 (C): -0.26, atom 3 (C): -0.28, atom 4 (C): -0.06, atom 5 (N): -0.05, atom 6 (C): -0.31